(1)
The following is a DFT calculation (ωB97M-V/def2-TZVPD) of a structure of composition C39H52FLaN9O6P2S at a distorted geometry.

```
111
C39H52FLaN9O6P2S (ωB97M-V/def2-TZVPD)
La 11.00 10.55 13.84
O 10.49 12.50 18.16
C 11.61 12.22 18.79
C 11.75 12.74 20.09
C 12.84 12.41 20.87
C 13.85 11.68 20.31
C 13.74 11.17 19.01
C 12.61 11.40 18.25
C 12.54 10.92 16.84
O 11.64 11.49 16.12
N 13.34 9.97 16.47
N 13.33 9.84 15.02
C 14.45 9.46 14.53
C 14.80 9.32 13.10
C 16.08 8.85 12.83
C 16.58 8.72 11.56
C 15.76 9.12 10.52
C 14.50 9.56 10.70
C 13.94 9.76 12.02
O 12.84 10.39 12.17
H 10.55 12.19 17.19
H 10.96 13.28 20.56
H 12.93 12.81 21.91
H 14.78 11.52 20.86
H 14.56 10.59 18.60
H 15.26 9.14 15.22
H 16.67 8.46 13.63
H 17.55 8.27 11.37
H 16.10 9.01 9.46
H 13.87 9.85 9.85
C 6.37 9.62 11.35
N 7.25 10.11 10.26
C 6.48 10.97 9.29
P 8.82 10.45 10.64
O 9.13 10.17 12.03
O 9.04 12.00 10.28
P 9.93 13.13 11.00
O 10.76 12.49 12.02
N 8.79 14.19 11.41
C 7.42 13.81 11.83
C 9.13 15.51 11.90
N 10.89 13.83 9.91
C 12.23 14.23 10.31
C 10.35 14.60 8.78
N 9.67 9.77 9.39
C 9.10 9.08 8.23
C 11.08 10.19 9.28
H 6.02 10.42 12.01
H 6.80 8.81 11.97
H 5.50 9.22 10.83
H 5.86 11.69 9.86
H 5.83 10.29 8.77
H 7.19 11.46 8.60
H 7.06 12.95 11.28
H 6.81 14.65 11.58
H 7.38 13.56 12.88
H 10.14 15.82 11.66
H 9.11 15.51 12.99
H 8.41 16.21 11.50
H 12.67 13.53 10.95
H 12.26 15.20 10.81
H 12.81 14.34 9.39
H 9.58 14.06 8.20
H 11.14 14.77 8.06
H 9.96 15.57 9.06
H 8.28 8.46 8.58
H 9.96 8.50 7.83
H 8.71 9.78 7.49
H 11.59 10.37 10.22
H 11.20 11.04 8.62
H 11.64 9.39 8.77
F 6.72 15.52 16.11
C 7.48 14.51 15.59
C 6.90 13.31 15.34
C 7.74 12.30 14.94
C 9.14 12.41 14.73
C 9.65 13.68 14.94
C 8.81 14.73 15.40
H 5.82 13.18 15.55
H 7.34 11.30 14.73
H 10.68 13.87 14.75
H 9.22 15.73 15.61
C 11.08 7.86 13.21
C 10.57 7.29 11.97
C 9.25 6.82 11.86
C 8.76 6.13 10.77
C 9.53 5.90 9.63
C 10.86 6.37 9.69
C 11.36 7.03 10.78
H 12.19 7.86 13.25
H 10.75 7.32 14.09
H 8.58 7.08 12.68
H 7.74 5.78 10.79
H 9.19 5.35 8.80
H 11.46 6.10 8.83
H 12.42 7.26 10.82
C 6.21 7.05 14.80
C 6.74 8.41 15.17
C 8.12 8.36 15.76
N 9.10 9.02 15.26
N 10.29 8.94 15.93
C 10.20 8.18 16.97
N 11.21 7.75 17.78
S 8.59 7.53 17.21
H 5.22 7.07 14.33
H 6.07 6.42 15.70
H 6.86 6.54 14.10
H 6.05 8.88 15.88
H 6.84 9.04 14.27
H 12.10 8.29 17.79
H 10.98 7.32 18.64
```

Total charge = -1
HOMO-LUMO gap = 5.5 eV
Energy = -3674.22846 hartree
HOMO = -3.355 eV
Max |F| = 2.64 eV/Å
2S+1 = 1
Molecular weight = 994.82 g/mol

---

(2)
The following is a DFT calculation (ωB97M-V/def2-TZVPD) of a cluster of 6 separate species, C39H52O13 in total at a distorted geometry.

```
104
C39H52O13 (ωB97M-V/def2-TZVPD)
C -1.80 1.38 2.17
C -2.15 2.68 1.45
C -1.70 2.70 0.00
C -0.23 2.47 -0.22
C 0.72 2.89 0.62
C 2.12 2.57 0.27
O 3.03 3.34 0.45
C 2.32 1.25 -0.38
C 3.52 0.41 -0.07
C 3.25 -0.80 0.86
C 2.01 -0.66 1.72
O 4.40 -0.90 1.70
C 4.85 -2.22 1.91
C 4.14 -2.90 3.06
C 3.94 -2.20 4.26
C 3.27 -2.80 5.32
C 2.79 -4.11 5.20
C 3.01 -4.82 4.02
C 3.67 -4.21 2.95
C 1.37 0.84 -1.22
C 0.21 1.72 -1.42
O -0.35 1.84 -2.49
H -2.08 1.46 3.22
H -2.37 0.54 1.78
H -0.74 1.16 2.16
H -1.74 3.52 2.01
H -3.23 2.76 1.45
H -2.23 1.89 -0.50
H -1.97 3.64 -0.49
H 0.50 3.44 1.52
H 4.30 1.01 0.38
H 3.91 0.04 -1.02
H 3.15 -1.67 0.23
H 2.14 0.16 2.43
H 1.10 -0.53 1.14
H 1.87 -1.56 2.32
H 4.73 -2.84 1.02
H 5.91 -2.17 2.14
H 4.29 -1.18 4.36
H 3.08 -2.26 6.24
H 2.26 -4.59 6.01
H 2.64 -5.83 3.90
H 3.82 -4.73 2.02
H 1.45 -0.11 -1.74
O 2.77 -3.65 -0.49
C 2.45 -3.70 -1.64
C 2.02 -4.92 -2.41
C 2.12 -4.46 -3.86
C 1.88 -2.96 -3.74
O 2.41 -2.60 -2.44
H 0.99 -5.15 -2.12
H 2.66 -5.76 -2.17
H 1.42 -4.95 -4.54
H 3.13 -4.64 -4.23
H 0.81 -2.71 -3.75
H 2.39 -2.38 -4.50
O -4.88 4.03 2.49
C -4.32 4.98 2.95
C -3.94 5.20 4.41
C -3.62 6.70 4.44
C -3.14 6.94 3.01
O -3.88 6.01 2.20
H -3.06 4.59 4.63
H -4.76 4.93 5.06
H -2.88 6.98 5.19
H -4.53 7.26 4.62
H -2.08 6.74 2.89
H -3.35 7.95 2.66
O -7.12 6.41 -2.67
C -6.14 5.74 -2.52
C -4.71 6.22 -2.37
C -3.91 4.95 -2.62
C -4.87 3.87 -2.14
O -6.19 4.39 -2.42
H -4.58 6.60 -1.36
H -4.49 7.01 -3.09
H -2.95 4.92 -2.10
H -3.72 4.83 -3.69
H -4.80 3.69 -1.07
H -4.74 2.93 -2.67
O 1.91 -7.30 0.73
C 1.17 -7.77 1.54
C 1.08 -9.23 1.95
C -0.25 -9.29 2.69
C -0.36 -7.87 3.23
O 0.30 -7.03 2.27
H 1.92 -9.46 2.60
H 1.11 -9.87 1.07
H -0.30 -10.05 3.46
H -1.06 -9.47 1.98
H 0.14 -7.75 4.19
H -1.39 -7.53 3.33
O -0.20 1.93 -9.25
C -0.05 1.95 -8.06
C -0.79 2.80 -7.04
C 0.09 2.68 -5.80
C 0.73 1.31 -6.00
O 0.84 1.14 -7.42
H -1.78 2.36 -6.89
H -0.89 3.82 -7.40
H -0.44 2.77 -4.86
H 0.86 3.45 -5.83
H 0.10 0.51 -5.60
H 1.72 1.24 -5.55
```

Total charge = 0
SMILES = CCCC1=CC(=O)C(C[C@H](C)OCc2ccccc2)=CC1=O.O=C1CCCO1.O=C1CCCO1.O=C1CCCO1.O=C1CCCO1.O=C1CCCO1
HOMO-LUMO gap = 8.1 eV
Energy = -2495.42664 hartree
HOMO = -8.857 eV
Max |F| = 1.07 eV/Å
2S+1 = 1
Molecular weight = 728.83 g/mol

---

(3)
The following is a DFT calculation (ωB97M-V/def2-TZVPD) of a structure of composition C39H53BClI2N9O2Si at a distorted geometry.

```
108
C39H53BClI2N9O2Si (ωB97M-V/def2-TZVPD)
C 0.57 -3.48 2.16
C -0.21 -2.34 1.53
I 1.13 -0.93 0.63
C -1.21 -2.94 0.47
I -0.49 -2.96 -1.56
Si -2.90 -2.07 0.58
Cl -2.69 -0.15 1.41
B -4.08 -3.18 1.78
O -3.92 -4.54 1.78
O -5.04 -2.61 2.57
H -0.15 -4.16 2.59
H 1.20 -3.98 1.44
H 1.18 -3.07 2.95
H -0.76 -1.87 2.32
H -1.33 -3.97 0.76
H -3.49 -1.87 -0.75
H -3.56 -4.85 2.64
H -4.65 -1.82 2.97
N 1.45 0.77 4.00
C 1.70 1.94 4.65
C 2.90 1.82 5.29
C 3.40 0.52 5.01
C 2.48 -0.10 4.21
H 0.63 0.58 3.44
H 0.99 2.76 4.60
H 3.38 2.58 5.90
H 4.32 0.09 5.36
H 2.48 -1.08 3.77
N 3.00 5.07 4.37
C 2.99 6.30 4.97
C 3.67 7.17 4.16
C 4.10 6.44 3.03
C 3.67 5.15 3.18
H 2.58 4.24 4.74
H 2.50 6.45 5.92
H 3.84 8.21 4.37
H 4.66 6.81 2.19
H 3.78 4.28 2.55
N -1.62 -2.43 -4.87
C -0.50 -2.16 -5.60
C -0.84 -2.23 -6.93
C -2.23 -2.56 -6.99
C -2.68 -2.67 -5.70
H -1.66 -2.45 -3.86
H 0.44 -1.94 -5.12
H -0.19 -2.07 -7.76
H -2.82 -2.69 -7.88
H -3.65 -2.90 -5.31
N 3.55 1.69 -0.39
C 3.51 2.31 -1.61
C 4.52 3.24 -1.63
C 5.18 3.18 -0.38
C 4.56 2.21 0.37
H 2.92 0.96 -0.09
H 2.79 2.03 -2.36
H 4.75 3.89 -2.46
H 6.01 3.77 -0.06
H 4.75 1.85 1.36
N 2.39 -3.02 -8.03
C 2.20 -3.83 -9.11
C 3.40 -3.98 -9.74
C 4.36 -3.23 -9.00
C 3.70 -2.65 -7.95
H 1.66 -2.75 -7.39
H 1.22 -4.23 -9.33
H 3.58 -4.57 -10.63
H 5.41 -3.13 -9.22
H 4.05 -2.01 -7.16
N -6.22 0.67 1.40
C -7.28 -0.10 0.99
C -8.41 0.66 1.11
C -8.03 1.94 1.60
C -6.67 1.91 1.77
H -5.27 0.37 1.43
H -7.13 -1.11 0.66
H -9.41 0.33 0.86
H -8.67 2.77 1.80
H -5.99 2.67 2.11
N -1.64 -5.36 -9.38
C -0.83 -5.87 -10.36
C -1.57 -6.74 -11.10
C -2.88 -6.76 -10.56
C -2.89 -5.89 -9.50
H -1.36 -4.69 -8.68
H 0.20 -5.57 -10.44
H -1.22 -7.31 -11.95
H -3.72 -7.34 -10.90
H -3.68 -5.61 -8.82
N 6.51 9.30 7.65
C 7.56 9.88 6.99
C 7.64 9.31 5.75
C 6.60 8.36 5.65
C 5.91 8.37 6.83
H 6.22 9.52 8.58
H 8.16 10.64 7.47
H 8.37 9.55 4.99
H 6.37 7.73 4.80
H 5.06 7.81 7.16
N -6.76 -2.09 5.63
C -5.90 -3.14 5.50
C -5.50 -3.51 6.76
C -6.15 -2.65 7.68
C -6.93 -1.78 6.95
H -7.21 -1.62 4.87
H -5.65 -3.54 4.54
H -4.82 -4.31 7.00
H -6.07 -2.66 8.76
H -7.57 -0.98 7.26
```

Total charge = 0
HOMO-LUMO gap = 6.9 eV
Energy = -3531.13325 hartree
HOMO = -8.069 eV
Max |F| = 1.72 eV/Å
2S+1 = 1
Molecular weight = 1008.07 g/mol